1.
Computed, not measured: a structure of composition C26H29ClN4SSbV, with ωB97M-V/def2-TZVPD.

HOMO energy (spin up / spin down)   -14.136 / -13.932 eV
HOMO-LUMO gap (spin up / spin down)   7.74 / 8.20 eV

```
! RIJCOSX wB97M-V def2-TZVPD def2/J DEFGRID3
* xyz 2 3
V -0.47 -1.32 1.60
N 0.94 0.31 2.79
N 1.20 0.20 4.19
C 0.29 -0.59 4.88
N 0.09 -0.40 6.18
S -0.78 -1.63 4.07
H 1.87 0.44 2.24
H 0.49 1.20 2.61
H 1.56 1.12 4.55
H 0.77 0.14 6.75
H -0.52 -1.02 6.63
N 0.90 -2.97 1.22
H 0.72 -3.46 0.41
H 0.70 -3.50 2.06
H 1.83 -2.77 1.30
Cl -3.63 -0.53 -3.37
C -3.03 -1.14 -1.91
C -3.52 -0.56 -0.75
C -3.14 -1.04 0.47
C -2.41 -2.15 0.64
C -2.03 -2.64 1.98
C -1.83 -2.69 -0.58
C -2.16 -2.22 -1.80
H -4.15 0.28 -0.88
H -3.66 -0.60 1.32
H -1.68 -3.68 1.80
H -2.79 -2.58 2.73
H -1.17 -3.51 -0.41
H -1.73 -2.73 -2.68
C -2.92 3.64 -2.02
C -2.79 3.24 -0.72
C -2.01 2.16 -0.35
C -1.21 1.57 -1.37
C -1.30 1.93 -2.69
C -2.21 2.94 -3.01
Sb 0.22 0.17 -0.75
C 1.12 -0.50 -2.50
C 1.29 -1.89 -2.68
C 2.02 -2.38 -3.73
C 2.45 -1.44 -4.69
C 2.26 -0.09 -4.53
C 1.61 0.39 -3.42
C 1.81 1.33 0.16
C 3.07 0.70 0.40
C 3.84 1.15 1.44
C 3.43 2.28 2.17
C 2.36 3.06 1.79
C 1.53 2.57 0.71
H -3.55 4.52 -2.30
H -3.35 3.87 0.00
H -2.04 1.74 0.65
H -0.88 1.40 -3.51
H -2.26 3.28 -4.04
H 0.85 -2.71 -2.07
H 2.24 -3.41 -3.90
H 2.85 -1.84 -5.65
H 2.53 0.61 -5.35
H 1.45 1.46 -3.25
H 3.31 -0.16 -0.25
H 4.78 0.65 1.72
H 3.97 2.62 3.06
H 2.21 4.01 2.23
H 0.67 3.14 0.40
*
```

natural (NBO) atomic charge list, values in e, 2 entries:
1. V 1.04
2. N -0.70

2.
Computed, not measured: a structure of composition C26H29F6N2O7S4Zr, with ωB97M-V/def2-TZVPD.

HOMO energy   -17.319 eV
HOMO-LUMO gap   8.58 eV

```
! RIJCOSX wB97M-V def2-TZVPD def2/J DEFGRID3
* xyz 3 1
Zr 0.27 0.62 0.48
F 4.54 -0.73 -0.68
C 4.64 0.58 -0.78
F 5.50 1.06 0.08
F 4.90 0.95 -2.00
S 2.95 1.25 -0.32
O 1.93 0.65 -1.20
O 2.57 0.78 1.04
N 3.11 2.78 -0.44
S 1.84 3.65 -0.05
O 0.69 2.72 0.22
O 2.07 4.64 0.93
C 1.35 4.42 -1.67
F 1.12 3.43 -2.53
F 0.25 5.11 -1.46
F 2.32 5.19 -2.09
O 0.58 0.94 2.66
C -0.25 1.31 3.82
C -1.15 0.15 4.18
C -1.92 -0.41 2.97
C -2.55 0.69 2.17
C -3.83 1.15 2.47
C -4.36 2.23 1.78
C -3.59 2.84 0.79
C -2.34 2.34 0.53
N -1.81 1.29 1.20
H 1.52 0.94 2.90
H -0.81 2.19 3.52
H 0.42 1.57 4.63
H -1.85 0.50 4.94
H -0.57 -0.66 4.64
H -2.69 -1.10 3.31
H -1.24 -1.00 2.34
H -4.40 0.65 3.24
H -5.35 2.59 2.01
H -3.96 3.69 0.24
H -1.71 2.79 -0.23
O -0.76 0.32 -1.21
S -1.97 0.32 -2.21
C -2.07 -1.44 -2.69
C -1.53 -2.39 -1.61
C -0.05 -2.72 -1.83
C 0.54 -3.55 -0.67
S 1.57 -2.52 0.38
O 0.56 -1.35 0.74
C 1.78 -3.44 1.85
C 0.70 -4.02 2.53
C 0.97 -4.77 3.66
C 2.29 -4.94 4.09
C 3.34 -4.36 3.40
C 3.09 -3.60 2.27
C -1.40 1.12 -3.65
C -0.29 0.65 -4.36
C 0.10 1.35 -5.49
C -0.61 2.47 -5.90
C -1.72 2.92 -5.19
C -2.12 2.24 -4.05
H -1.56 -1.56 -3.64
H -3.14 -1.59 -2.86
H -2.11 -3.31 -1.67
H -1.70 -1.98 -0.62
H 0.54 -1.81 -1.97
H 0.05 -3.30 -2.75
H 1.23 -4.33 -1.02
H -0.22 -4.04 -0.06
H -0.32 -3.89 2.18
H 0.16 -5.24 4.20
H 2.48 -5.54 4.96
H 4.36 -4.51 3.74
H 3.91 -3.14 1.72
H 0.25 -0.23 -4.04
H 0.96 1.01 -6.06
H -0.30 3.00 -6.79
H -2.27 3.79 -5.52
H -2.98 2.57 -3.48
*
```

Löwdin atomic charge list, values in e, 2 entries:
1. Zr 1.89
2. F 0.18

3.
Computed, not measured: a structure of composition C26H29FFeN6S2Si, with ωB97M-V/def2-TZVPD.

HOMO energy (spin up / spin down)   -6.184 / -6.182 eV
HOMO-LUMO gap (spin up / spin down)   6.37 / 6.35 eV

```
! RIJCOSX wB97M-V def2-TZVPD def2/J DEFGRID3
* xyz 0 5
Fe -0.30 0.46 0.41
C 1.79 -2.98 2.76
C 1.27 -2.04 1.70
N 0.83 -0.83 2.03
N 0.88 -0.44 3.34
C 0.14 0.56 3.80
N 0.27 0.85 5.12
S -0.96 1.40 2.85
C 1.17 -2.44 0.38
C 1.06 -3.79 -0.04
C 0.35 -4.14 -1.15
C -0.35 -3.10 -1.85
C -0.09 -1.81 -1.59
N 0.92 -1.41 -0.64
H 2.61 -2.51 3.32
H 2.19 -3.88 2.32
H 1.00 -3.25 3.46
H 1.46 -0.95 3.99
H 1.12 0.60 5.61
H -0.17 1.71 5.42
H 1.45 -4.57 0.60
H 0.23 -5.17 -1.44
H -1.12 -3.35 -2.57
H -0.56 -0.99 -2.13
S 4.41 0.00 -1.91
C 3.65 -1.01 -3.06
C 2.45 -1.46 -2.62
C 2.11 -0.98 -1.31
C 3.09 -0.17 -0.80
C 3.14 0.66 0.40
C 4.35 0.88 1.06
C 4.40 1.78 2.11
C 3.24 2.46 2.46
C 2.08 2.18 1.75
N 2.02 1.29 0.77
H 4.14 -1.22 -4.00
H 1.82 -2.13 -3.19
H 5.24 0.36 0.73
H 5.33 1.96 2.64
H 3.23 3.18 3.26
H 1.17 2.71 1.98
C -4.99 0.52 -0.32
Si -3.29 -0.16 -0.80
C -3.55 -1.13 -2.42
C -2.73 -1.34 0.58
N -2.01 0.98 -0.87
C -1.98 2.15 -1.56
C -2.96 2.62 -2.46
C -2.82 3.83 -3.12
C -1.70 4.64 -2.93
C -0.71 4.20 -2.06
C -0.88 3.00 -1.42
F 0.09 2.55 -0.56
H -5.74 -0.28 -0.31
H -5.33 1.29 -1.01
H -4.97 0.96 0.68
H -3.87 -2.15 -2.21
H -2.63 -1.19 -3.01
H -4.31 -0.66 -3.04
H -3.39 -2.21 0.67
H -2.75 -0.82 1.55
H -1.71 -1.71 0.42
H -3.83 2.00 -2.64
H -3.60 4.16 -3.80
H -1.60 5.58 -3.44
H 0.19 4.78 -1.88
*
```

natural (NBO) atomic charge list, values in e, 2 entries:
1. Fe 1.48
2. C -0.67

4.
Computed, not measured: the molecule C26H29FN6O, with ωB97M-V/def2-TZVPD.

SMILES   Cc1cc(C)c2cc(CN(Cc3nnnn3Cc3ccc(F)cc3)C3CCCC3)c(=O)[nH]c2c1
HOMO energy   -8.030 eV
HOMO-LUMO gap   8.29 eV

```
! RIJCOSX wB97M-V def2-TZVPD def2/J DEFGRID3
* xyz 0 1
C 0.31 4.21 3.57
C -0.30 3.06 2.84
C -0.16 2.92 1.48
C -0.73 1.83 0.83
N -0.58 1.67 -0.52
C -1.02 0.60 -1.26
O -0.74 0.53 -2.45
C -1.81 -0.38 -0.52
C -2.03 -0.21 0.80
C -1.48 0.87 1.54
C -1.61 1.01 2.94
C -1.02 2.10 3.56
H -1.11 2.21 4.63
C -2.35 -0.01 3.74
H -2.34 0.25 4.79
H -3.38 -0.09 3.41
H -1.87 -0.99 3.63
H -2.63 -0.94 1.33
C -2.29 -1.58 -1.31
N -1.38 -2.72 -1.26
C -0.01 -2.39 -1.48
C 0.74 -1.76 -0.34
N 0.49 -1.85 0.94
N 1.41 -1.13 1.57
N 2.22 -0.61 0.75
N 1.84 -0.97 -0.48
C 2.56 -0.54 -1.65
C 2.40 0.95 -1.87
C 2.76 1.84 -0.87
C 2.61 3.20 -1.05
C 2.10 3.66 -2.25
C 1.74 2.79 -3.27
C 1.89 1.43 -3.07
H 1.60 0.75 -3.85
H 1.34 3.18 -4.19
F 1.94 4.99 -2.43
H 2.89 3.91 -0.28
H 3.14 1.46 0.07
H 3.62 -0.77 -1.48
H 2.20 -1.10 -2.51
H 0.54 -3.29 -1.79
H 0.01 -1.68 -2.32
C -1.79 -3.86 -0.46
C -0.82 -5.04 -0.49
C -1.42 -5.98 0.55
H -0.72 -6.74 0.87
C -1.84 -5.04 1.69
H -2.75 -5.39 2.17
H -1.05 -5.00 2.45
C -2.02 -3.65 1.05
H -3.02 -3.25 1.25
H -1.27 -2.96 1.43
H -2.30 -6.48 0.13
H -0.73 -5.49 -1.48
H 0.17 -4.71 -0.15
H -2.74 -4.20 -0.91
H -3.26 -1.90 -0.95
H -2.37 -1.27 -2.36
H -0.04 2.37 -1.03
H 0.40 3.65 0.91
H 1.12 3.86 4.22
H 0.73 4.94 2.88
H -0.43 4.71 4.20
*
```

natural (NBO) atomic charge list, values in e, 2 entries:
1. C -0.63
2. C 0.05

5.
Computed, not measured: a structure of composition C26H29HfN8S2, with ωB97M-V/def2-TZVPD.

HOMO energy   -15.654 eV
HOMO-LUMO gap   5.91 eV

```
! RIJCOSX wB97M-V def2-TZVPD def2/J DEFGRID3
* xyz 3 1
Hf -0.93 0.34 0.62
C -2.82 4.05 2.67
C -2.27 2.99 1.78
N -1.96 1.78 2.11
N -2.17 1.33 3.39
C -2.52 0.03 3.56
N -2.82 -0.37 4.78
S -2.61 -1.03 2.23
C -2.09 3.27 0.34
C -2.34 4.50 -0.23
C -2.20 4.65 -1.61
C -1.81 3.56 -2.37
C -1.55 2.36 -1.72
N -1.70 2.20 -0.40
H -2.95 3.75 3.70
H -3.80 4.36 2.29
H -2.17 4.92 2.64
H -2.23 2.00 4.15
H -2.83 0.24 5.59
H -3.09 -1.33 4.93
H -2.65 5.34 0.38
H -2.39 5.60 -2.08
H -1.68 3.63 -3.44
H -1.21 1.49 -2.28
N -3.48 -2.05 -1.95
C -3.21 -1.08 -1.09
N -1.93 -1.07 -0.72
C -1.33 -2.15 -1.41
C -0.02 -2.63 -1.39
C 0.23 -3.74 -2.18
C -0.76 -4.36 -2.95
C -2.05 -3.88 -2.97
C -2.31 -2.77 -2.18
H -4.39 -2.25 -2.34
H -3.96 -0.40 -0.73
H 0.76 -2.17 -0.82
H 1.23 -4.15 -2.20
H -0.50 -5.22 -3.55
H -2.83 -4.36 -3.57
C 0.79 0.54 -0.61
C 1.74 0.58 -1.37
C 2.85 0.60 -2.26
C 2.84 -0.20 -3.41
C 3.93 -0.18 -4.27
C 5.02 0.62 -3.98
C 5.04 1.42 -2.85
C 3.96 1.41 -1.98
H 1.98 -0.82 -3.63
H 3.92 -0.80 -5.16
H 5.87 0.63 -4.66
H 5.89 2.05 -2.64
H 3.96 2.04 -1.10
C 3.56 -2.18 1.04
N 2.51 -1.20 1.29
C 1.79 -1.14 2.40
S 0.69 0.21 2.64
N 1.96 -2.03 3.36
C 1.24 -2.11 4.63
H 3.87 -2.08 0.00
H 3.19 -3.20 1.18
H 4.43 -2.00 1.68
H 2.38 -0.44 0.64
H 2.68 -2.73 3.22
H 0.92 -1.12 4.93
H 1.92 -2.51 5.38
H 0.38 -2.77 4.54
*
```

natural (NBO) atomic charge list, values in e, 2 entries:
1. Hf 2.05
2. C -0.71

6.
Computed, not measured: a structure of composition C26H29N4PSW, with ωB97M-V/def2-TZVPD.

HOMO energy (spin up / spin down)   -19.518 / -19.525 eV
HOMO-LUMO gap (spin up / spin down)   4.14 / 4.12 eV

```
! RIJCOSX wB97M-V def2-TZVPD def2/J DEFGRID3
* xyz 4 3
W -0.55 0.55 1.20
C -0.37 -0.15 3.42
C -1.24 0.96 3.49
C -0.85 2.18 2.89
C 0.49 2.36 2.42
C 1.41 1.30 2.51
C 0.96 0.01 2.91
H -0.62 -1.06 3.96
H -2.17 0.90 4.05
H -1.49 3.05 2.99
H 0.83 3.36 2.16
H 2.46 1.47 2.33
H 1.70 -0.77 3.07
N 0.62 2.04 -1.27
P 0.99 0.46 -0.77
C 0.69 -0.59 -2.25
C 1.33 -0.18 -3.44
C 1.16 -0.92 -4.59
C 0.37 -2.06 -4.58
C -0.26 -2.47 -3.40
C -0.10 -1.73 -2.24
C 2.81 0.54 -0.74
C 3.48 1.76 -0.68
C 4.86 1.78 -0.85
C 5.56 0.60 -1.08
C 4.90 -0.62 -1.06
C 3.53 -0.66 -0.91
C -0.62 2.58 -1.06
C -1.05 3.71 -1.76
C -2.30 4.24 -1.49
C -3.10 3.60 -0.53
C -2.61 2.50 0.13
N -1.38 1.99 -0.12
H 1.16 2.45 -2.04
H 1.98 0.68 -3.45
H 1.66 -0.60 -5.50
H 0.24 -2.64 -5.48
H -0.87 -3.36 -3.40
H -0.59 -2.04 -1.33
H 2.95 2.69 -0.50
H 5.39 2.72 -0.81
H 6.62 0.64 -1.28
H 5.45 -1.54 -1.22
H 3.00 -1.60 -0.96
H -0.41 4.16 -2.50
H -2.64 5.12 -2.01
H -4.09 3.99 -0.31
H -3.21 1.99 0.89
C -0.33 -3.21 1.53
N -1.73 -3.21 1.86
C -2.66 -2.34 1.48
S -2.28 -0.92 0.47
N -3.93 -2.52 1.75
C -4.52 -3.67 2.40
H 0.25 -3.51 2.41
H 0.00 -2.21 1.19
H -0.12 -3.95 0.75
H -2.07 -4.07 2.29
H -4.60 -1.85 1.37
H -4.61 -4.50 1.70
H -5.52 -3.41 2.74
H -3.95 -3.99 3.27
*
```

natural (NBO) atomic charge list, values in e, 2 entries:
1. W 1.02
2. C -0.27

The evaluated electronic energy for the records listed, in turn: -3269.2217, -3882.5598, -3786.1596, -1511.8170, -2289.8446, -2032.3049 Eh.
The evaluated largest force on an atom for the records listed, in turn: 3.9, 0.3, 1.6, 1.6, 0.7, 3.1 eV Å⁻¹.